{"formula": "C19H37N3O3", "method": "ωB97M-V with the def2-TZVPD basis set", "elements": ["C", "C", "O", "C", "O", "N", "C", "C", "C", "N", "C", "C", "N", "C", "C", "C", "C", "C", "C", "C", "C", "O", "C", "C", "C", "H", "H", "H", "H", "H", "H", "H", "H", "H", "H", "H", "H", "H", "H", "H", "H", "H", "H", "H", "H", "H", "H", "H", "H", "H", "H", "H", "H", "H", "H", "H", "H", "H", "H", "H", "H", "H"], "coordinates": [[7.876, 0.860, 0.329], [6.672, 0.862, 1.260], [5.450, 1.018, 0.542], [4.951, -0.112, -0.018], [5.447, -1.206, 0.120], [3.852, 0.133, -0.766], [3.173, 1.403, -0.838], [1.824, 1.343, -0.115], [0.956, 0.234, -0.717], [-0.336, 0.051, -0.052], [-0.954, 1.231, 0.522], [-2.196, 0.824, 1.312], [-3.130, 0.121, 0.460], [-4.423, -0.105, 1.075], [-5.345, 1.118, 1.000], [-5.811, 1.465, -0.419], [-4.700, 2.137, -1.221], [-7.038, 2.375, -0.360], [-2.517, -1.051, -0.139], [-2.106, -2.159, 0.855], [-2.130, -3.539, 0.199], [-3.407, -3.896, -0.278], [-1.299, -0.581, -0.936], [1.741, -1.083, -0.616], [3.095, -0.970, -1.314], [7.826, -0.001, -0.332], [7.892, 1.767, -0.270], [8.789, 0.803, 0.914], [6.634, -0.074, 1.827], [6.704, 1.712, 1.945], [3.807, 2.170, -0.395], [3.010, 1.644, -1.896], [1.340, 2.314, -0.217], [1.994, 1.139, 0.943], [0.800, 0.478, -1.786], [-1.250, 1.956, -0.257], [-0.261, 1.713, 1.211], [-1.888, 0.214, 2.179], [-2.680, 1.727, 1.690], [-4.322, -0.395, 2.136], [-4.908, -0.930, 0.547], [-4.849, 1.986, 1.437], [-6.222, 0.897, 1.614], [-6.093, 0.536, -0.925], [-5.023, 2.311, -2.245], [-4.442, 3.096, -0.775], [-3.817, 1.507, -1.226], [-7.862, 1.884, 0.153], [-7.367, 2.635, -1.364], [-6.802, 3.294, 0.172], [-3.247, -1.474, -0.840], [-2.799, -2.164, 1.701], [-1.103, -1.954, 1.228], [-1.480, -3.561, -0.677], [-1.767, -4.292, 0.915], [-4.029, -3.862, 0.459], [-1.636, 0.121, -1.720], [-0.840, -1.440, -1.424], [1.180, -1.903, -1.061], [1.892, -1.312, 0.440], [3.681, -1.879, -1.175], [2.950, -0.795, -2.386]], "atomic_forces_ev_per_a": [[-0.4, 0.0, 0.1], [0.5, -0.2, 0.2], [-0.3, 0.0, -0.2], [0.1, 0.2, -0.1], [0.2, -0.3, 0.2], [-0.1, 0.1, -0.1], [-0.1, 0.3, 0.2], [-0.1, 0.0, -0.3], [0.2, -0.2, 0.3], [0.1, 0.2, -0.1], [-0.1, 0.0, 0.2], [0.1, 0.2, -0.1], [0.1, 0.0, 0.1], [-0.1, 0.2, 0.2], [0.0, -0.4, -0.3], [0.0, 0.3, 0.2], [-0.1, -0.2, -0.1], [0.1, -0.3, -0.1], [0.2, -0.2, -0.2], [-0.2, -0.1, -0.5], [0.4, 0.2, 0.4], [-0.5, -0.1, -0.1], [-0.2, -0.2, 0.1], [0.1, 0.3, -0.4], [0.0, -0.4, 0.1], [0.1, -0.1, 0.0], [0.1, 0.1, 0.0], [0.1, 0.0, 0.0], [0.0, 0.2, 0.0], [0.0, -0.1, -0.1], [-0.1, 0.0, -0.1], [0.0, 0.1, 0.1], [0.0, 0.0, 0.1], [0.0, 0.0, 0.1], [0.0, 0.0, 0.0], [0.0, 0.0, 0.0], [0.0, 0.0, -0.1], [0.0, 0.0, 0.0], [0.0, 0.0, 0.1], [0.0, -0.1, -0.1], [0.0, -0.1, 0.0], [0.0, 0.1, 0.1], [0.0, 0.1, 0.1], [0.0, 0.0, 0.0], [0.0, 0.1, -0.1], [0.1, 0.2, 0.1], [0.1, 0.1, -0.1], [-0.1, 0.0, 0.1], [-0.1, 0.1, -0.1], [0.0, 0.1, 0.1], [0.1, 0.1, 0.1], [0.0, 0.0, 0.1], [0.0, 0.0, 0.1], [0.1, 0.0, 0.0], [0.1, 0.1, -0.2], [0.0, 0.0, -0.1], [0.0, -0.1, 0.0], [0.0, 0.0, -0.1], [0.0, -0.1, 0.0], [0.0, 0.0, 0.1], [-0.1, 0.1, -0.1], [0.0, 0.0, 0.0]], "de_lowest_kcal_mol": 3.6, "energy_ev": -30916.9607, "e_homo_ev": -8.245, "smiles": "CCOC(=O)N1CCC(N2CCN(CCC(C)C)[C@H](CCO)C2)CC1", "total_charge": 0, "multiplicity": 1}